ORCA calculation (ωB97M-V with the def2-TZVPD basis set) on a single C4H8O3 molecule.

* orbital gap: 11.17 eV
* SMILES string: COC(=O)CCO
* ΔE to the lowest compared entry with this formula, charge and spin: 18.73 kcal per mole

Element x y z (Å)
C -2.68 -0.22 -0.03
O -1.50 0.47 0.39
C -0.35 -0.07 -0.03
O -0.29 -1.00 -0.80
C 0.85 0.60 0.60
C 2.08 0.36 -0.28
O 2.61 -0.93 -0.12
H -2.64 -1.26 0.30
H -3.51 0.30 0.45
H -2.79 -0.20 -1.11
H 0.64 1.67 0.71
H 0.96 0.19 1.61
H 1.83 0.57 -1.34
H 2.88 1.04 -0.01
H 1.90 -1.55 -0.33

---

ORCA calculation (ωB97M-V with the def2-TZVPD basis set) on a 2-piece molecular cluster, CH2NO3S overall at a distorted geometry.

* orbital gap: 8.59 eV
* total charge: -1
* ΔE to the lowest compared entry with this formula, charge and spin: 68.88 kcal per mole

Element x y z (Å)
C -1.66 -0.05 0.00
N 1.06 -1.25 -0.37
O -2.64 -0.22 -0.71
O 2.96 0.19 0.63
O 0.93 1.28 -0.24
S 1.69 0.01 -0.01
H -0.69 0.59 -0.22
H -1.65 -0.54 0.91

---

| no. | M (g mol⁻¹) |
| --- | --- |
| 1 | 104.10 |
| 2 | 108.10 |